1.
{"formula": "C16H17N5", "method": "ωB97M-V/def2-TZVPD", "e_tot_ha": -893.68651, "gap_ev": 8.26, "spin_multiplicity": 1, "species": ["C", "C", "C", "C", "C", "N", "C", "C", "C", "C", "C", "N", "C", "N", "C", "N", "N", "C", "C", "C", "C", "H", "H", "H", "H", "H", "H", "H", "H", "H", "H", "H", "H", "H", "H", "H", "H", "H"], "xyz": [[-3.204, -2.645, 0.479], [-2.001, -2.169, -0.016], [-1.888, -0.853, -0.426], [-2.978, 0.007, -0.337], [-2.833, 1.462, -0.718], [-1.954, 2.175, 0.196], [-0.579, 2.007, 0.127], [0.105, 2.001, -1.091], [1.470, 1.817, -1.130], [2.202, 1.653, 0.037], [3.668, 1.321, 0.001], [3.877, 0.006, 0.591], [3.226, -1.067, 0.078], [2.260, -1.069, -0.819], [1.916, -2.371, -0.912], [2.600, -3.176, -0.145], [3.453, -2.340, 0.498], [1.536, 1.723, 1.254], [0.170, 1.899, 1.301], [-4.178, -0.476, 0.168], [-4.294, -1.797, 0.567], [-3.291, -3.675, 0.794], [-1.144, -2.824, -0.083], [-0.944, -0.492, -0.806], [-2.433, 1.548, -1.729], [-3.808, 1.957, -0.693], [-2.293, 2.117, 1.149], [-0.437, 2.121, -2.017], [1.973, 1.778, -2.085], [4.032, 1.354, -1.035], [4.242, 2.033, 0.601], [4.794, -0.177, 0.970], [1.147, -2.714, -1.574], [4.100, -2.696, 1.181], [2.092, 1.608, 2.173], [-0.338, 1.929, 2.256], [-5.031, 0.185, 0.244], [-5.235, -2.161, 0.952]]}

***

2.
{"formula": "C16H17NO3", "method": "ωB97M-V/def2-TZVPD", "e_tot_ha": -900.38882, "gap_ev": 8.64, "spin_multiplicity": 1, "species": ["O", "C", "C", "C", "C", "C", "C", "N", "C", "C", "C", "C", "C", "O", "C", "O", "C", "C", "C", "C", "H", "H", "H", "H", "H", "H", "H", "H", "H", "H", "H", "H", "H", "H", "H", "H", "H"], "xyz": [[-2.291, -3.620, 2.294], [-2.149, -2.684, 1.314], [-0.888, -2.491, 0.760], [-0.707, -1.553, -0.236], [-1.766, -0.776, -0.695], [-1.572, 0.252, -1.771], [-0.850, 1.555, -1.328], [-1.701, 2.321, -0.430], [-1.563, 1.941, 0.963], [-0.136, 2.132, 1.482], [0.858, 1.502, 0.546], [2.133, 1.191, 1.006], [3.091, 0.659, 0.164], [4.330, 0.357, 0.632], [2.767, 0.447, -1.182], [3.759, -0.066, -1.990], [1.502, 0.752, -1.640], [0.532, 1.268, -0.784], [-3.023, -0.986, -0.141], [-3.218, -1.927, 0.853], [-3.211, -3.651, 2.582], [-0.065, -3.087, 1.120], [0.278, -1.421, -0.659], [-2.545, 0.549, -2.165], [-0.991, -0.189, -2.584], [-0.741, 2.153, -2.243], [-1.481, 3.309, -0.520], [-1.845, 0.892, 1.057], [-2.265, 2.541, 1.547], [-0.035, 1.703, 2.480], [0.086, 3.203, 1.559], [2.396, 1.361, 2.038], [4.845, 0.004, -0.106], [3.418, -0.166, -2.885], [1.264, 0.588, -2.684], [-3.861, -0.397, -0.485], [-4.205, -2.077, 1.273]]}

***

3.
{"formula": "C16H17NO7", "method": "ωB97M-V/def2-TZVPD", "e_tot_ha": -1201.33939, "gap_ev": 7.83, "spin_multiplicity": 1, "species": ["N", "C", "C", "C", "C", "C", "C", "C", "C", "C", "C", "O", "C", "O", "C", "O", "C", "O", "O", "C", "C", "O", "C", "O", "H", "H", "H", "H", "H", "H", "H", "H", "H", "H", "H", "H", "H", "H", "H", "H", "H"], "xyz": [[-2.592, 2.352, -0.612], [-1.514, 2.439, 0.235], [-1.498, 3.492, 1.142], [-0.484, 3.682, 2.072], [0.606, 2.813, 2.112], [1.667, 3.031, 3.003], [2.804, 2.211, 2.905], [2.835, 1.122, 2.017], [1.806, 0.927, 1.108], [0.665, 1.771, 1.129], [-0.418, 1.542, 0.240], [-0.275, 0.599, -0.725], [-1.012, -0.621, -0.441], [-2.263, -0.542, -1.179], [-3.083, -1.715, -1.242], [-4.073, -1.457, -2.210], [-3.773, -1.989, 0.132], [-3.082, -2.502, 1.015], [-5.056, -1.619, 0.372], [-2.271, -2.865, -1.857], [-0.789, -2.556, -2.137], [0.010, -3.730, -2.382], [-0.225, -1.898, -0.861], [-0.308, -2.841, 0.245], [-2.938, 3.206, -0.980], [-2.508, 1.573, -1.282], [-2.381, 4.131, 1.192], [-0.545, 4.429, 2.824], [1.681, 3.871, 3.703], [3.662, 2.371, 3.560], [3.666, 0.415, 2.035], [1.888, 0.096, 0.426], [-1.211, -0.713, 0.620], [-4.747, -0.866, -1.840], [-5.226, -1.854, 1.264], [-2.305, -3.723, -1.155], [-2.776, -3.189, -2.756], [-0.717, -1.889, -2.985], [0.229, -4.111, -1.538], [0.827, -1.636, -1.033], [-1.245, -2.909, 0.569]]}

***

The evaluated M for the records listed, in turn: 279.347, 271.316, 335.312 u.